Here is a cluster of 2 separate species, C4H10N3 in total at a distorted geometry from the Open Molecules 2025 dataset. Energies are from the ωB97M-V functional and the def2-TZVPD basis.

E_HOMO (spin up / spin down) = -0.4848 / -0.4848 hartree
Net charge = +1
Energy relative to the best compared isomer or geometry (same formula, charge and spin) = 461.4 kJ/mol
Frontier orbital gap (spin up / spin down) = 7.26 / 7.26 eV
Spin multiplicity = 1
LUMO level (spin up / spin down) = -5.9349 / -5.9355 eV
Electronic energy = -8769.8168 eV

The geometry in XYZ format:
```
17
C4H10N3 the ωB97M-V functional and the def2-TZVPD basis
N 0.66236 0.68032 0.31539
N 2.77828 0.40652 -0.72629
N 1.84285 -1.22056 0.60168
C 1.74688 0.02089 0.07644
C -1.76923 -0.38502 0.56043
C -2.15026 -0.15754 -0.86340
C -2.70226 0.64943 0.28690
H 1.58841 -1.54913 1.45790
H -1.24010 -0.88315 1.37435
H 3.63820 -0.02522 -0.34627
H 0.37973 1.36397 -0.40480
H -2.26775 1.53373 0.51338
H -3.74602 0.74726 0.68158
H -2.81167 -0.92916 -1.23359
H -1.38819 0.14244 -1.61822
H 2.93430 1.38171 -0.85474
H 2.50447 -1.77651 0.17927
```